A.
Density functional theory data (wB97M-V/def2-TZVPD) for a cluster of 11 separate species, C39H78O21 in total.

CARTESIAN COORDINATES (ANGSTROEM)
1 C 0.3809 -10.8896 -0.3080
2 C -0.8047 -11.2799 -1.1900
3 C -1.6958 -10.0420 -1.0620
4 O -0.8022 -8.9667 -1.0204
5 C 0.4941 -9.3504 -0.4367
6 H 1.3163 -11.3073 -0.6804
7 H 0.2849 -11.3958 0.6525
8 H -1.4571 -12.1106 -0.9211
9 H -0.4942 -11.3214 -2.2341
10 H -2.1007 -10.1169 -0.0528
11 H -2.4986 -9.9022 -1.7860
12 H 0.5290 -9.1046 0.6247
13 H 1.3415 -8.9527 -0.9950
14 C 1.5688 3.2391 7.5077
15 C 1.8009 1.7729 7.4783
16 C 3.2576 1.6090 7.8681
17 O 3.6105 2.9136 8.2131
18 C 2.9123 3.8891 7.4439
19 H 1.0631 3.5453 8.4234
20 H 0.8221 3.5603 6.7815
21 H 1.5084 1.4020 6.4960
22 H 1.1732 1.2269 8.1826
23 H 3.8677 1.3835 6.9934
24 H 3.3735 0.7331 8.5064
25 H 3.2751 3.9546 6.4182
26 H 2.9278 4.8189 8.0125
27 C 3.5334 8.6376 -0.9729
28 C 2.7560 9.4898 -0.0514
29 C 1.5619 8.6181 0.3148
30 O 1.2116 7.8287 -0.8602
31 C 2.4467 7.8266 -1.6787
32 H 4.2119 7.9738 -0.4371
33 H 4.1074 9.3081 -1.6125
34 H 2.4589 10.4148 -0.5456
35 H 3.3378 9.7402 0.8356
36 H 0.6681 9.1854 0.5743
37 H 1.9398 7.9654 1.1018
38 H 2.2644 8.2073 -2.6836
39 H 2.7282 6.7902 -1.8650
40 C -1.8365 -5.9020 7.8349
41 C -1.9445 -6.5037 6.4724
42 C -0.6930 -6.0465 5.8279
43 O -0.2982 -4.9175 6.5336
44 C -1.1769 -4.5293 7.5695
45 H -1.3245 -6.5171 8.5748
46 H -2.7878 -5.8244 8.3613
47 H -2.7408 -5.9165 6.0150
48 H -2.2928 -7.5359 6.4371
49 H -1.0021 -5.7574 4.8234
50 H 0.1156 -6.7686 5.7148
51 H -1.9445 -3.8514 7.1961
52 H -0.6359 -4.2302 8.4672
53 C -2.6358 -2.5547 -5.6180
54 C -3.7860 -2.1332 -6.5842
55 C -4.1635 -3.4796 -7.0724
56 O -3.9715 -4.2776 -5.9867
57 C -3.2156 -3.7405 -4.8870
58 H -2.3310 -1.7641 -4.9323
59 H -1.7397 -2.8357 -6.1713
60 H -3.3764 -1.5557 -7.4129
61 H -4.6828 -1.8112 -6.0550
62 H -3.6199 -3.6803 -7.9956
63 H -5.1958 -3.4037 -7.4139
64 H -2.4225 -4.4320 -4.6026
65 H -3.8573 -3.5642 -4.0237
66 C -7.3334 6.6239 -2.4715
67 C -6.2373 7.0614 -3.3883
68 C -5.0964 6.0419 -3.2771
69 O -5.7544 4.9197 -2.7170
70 C -7.1284 5.1156 -2.3349
71 H -8.3310 6.9441 -2.7724
72 H -7.2018 7.0685 -1.4850
73 H -5.9255 8.0756 -3.1386
74 H -6.6270 7.1230 -4.4044
75 H -4.1993 6.2583 -2.6970
76 H -4.8542 5.6938 -4.2812
77 H -7.2973 4.8034 -1.3044
78 H -7.8241 4.6488 -3.0321
79 C 4.3446 -11.1940 4.8531
80 O 4.7408 -9.8318 5.1488
81 C 4.7042 -8.8614 4.2370
82 O 4.8150 -8.9364 3.0417
83 O 4.8130 -7.6697 4.9674
84 C 4.9338 -6.3542 4.4367
85 H 5.0280 -11.6851 4.1602
86 H 3.3510 -11.2541 4.4091
87 H 4.4438 -11.8493 5.7185
88 H 4.7990 -5.6888 5.2894
89 H 4.1770 -6.2204 3.6638
90 H 5.8467 -6.2844 3.8451
91 C 1.2213 4.0904 -8.1966
92 O 1.5483 5.3582 -8.8255
93 C 2.7861 5.8894 -8.7341
94 O 3.7295 5.4666 -8.0313
95 O 2.9116 7.0013 -9.5780
96 C 4.2192 7.5013 -9.7922
97 H 0.2484 3.7504 -8.5514
98 H 1.3085 4.2127 -7.1170
99 H 1.8993 3.3025 -8.5246
100 H 4.2020 8.5908 -9.7669
101 H 4.6972 7.2718 -10.7446
102 H 4.9992 7.2026 -9.0918
103 C 0.5909 -2.1758 -0.3748
104 O 0.7414 -1.2022 0.6530
105 C 0.6327 0.2546 0.4474
106 O 1.0587 1.0910 1.2122
107 O 0.0615 0.5108 -0.7334
108 C -0.2346 1.8379 -1.0627
109 H 0.8365 -1.7718 -1.3569
110 H -0.3880 -2.6511 -0.4380
111 H 1.3123 -2.9733 -0.1966
112 H -1.3173 1.7143 -1.0358
113 H 0.0454 2.2393 -2.0367
114 H -0.0814 2.6046 -0.3033
115 C -5.1852 7.9114 7.0839
116 O -4.6465 6.8073 6.3896
117 C -4.8068 6.5612 5.1940
118 O -5.2744 7.3989 4.3894
119 O -4.3084 5.3211 4.9129
120 C -4.0480 5.0505 3.5594
121 H -4.6954 8.8675 6.8994
122 H -5.1526 7.8320 8.1706
123 H -6.2325 8.0020 6.7960
124 H -3.0586 5.3468 3.2112
125 H -4.8056 5.3650 2.8416
126 H -3.9413 3.9697 3.6526
127 C 3.8177 -3.9619 -5.3543
128 O 4.3361 -2.8939 -4.6539
129 C 4.1728 -1.6226 -5.0935
130 O 3.4856 -1.2414 -5.9922
131 O 4.8467 -0.8493 -4.2096
132 C 4.8952 0.5597 -4.4406
133 H 4.5609 -4.1862 -6.1194
134 H 2.8251 -3.8258 -5.7836
135 H 3.8587 -4.7592 -4.6122
136 H 4.0494 0.9649 -4.9961
137 H 5.8468 0.9550 -4.7959
138 H 4.9243 1.0007 -3.4443

## Properties
E_LUMO = 0.15 eV
E_HOMO = -9.43 eV
Charge = 0
SMILES string = COC(=O)OC.COC(=O)OC.COC(=O)OC.COC(=O)OC.COC(=O)OC.C1CCOC1.C1CCOC1.C1CCOC1.C1CCOC1.C1CCOC1.C1CCOC1
Gap between HOMO and LUMO = 9.58 eV

=====

B.
Density functional theory data (wB97M-V/def2-TZVPD) for a cluster of 11 separate species, C39H78O21 in total.

CARTESIAN COORDINATES (ANGSTROEM)
1 C 2.4773 -5.0580 0.6836
2 C 1.6826 -6.3486 0.4643
3 C 0.3357 -5.7884 0.0060
4 O 0.6247 -4.5705 -0.6915
5 C 1.9705 -4.1940 -0.4831
6 H 3.5574 -5.2013 0.6729
7 H 2.1616 -4.6779 1.6559
8 H 1.5631 -6.9192 1.3860
9 H 2.1367 -7.0147 -0.2735
10 H -0.2370 -5.5153 0.8932
11 H -0.2357 -6.4745 -0.6169
12 H 2.0210 -3.1404 -0.2037
13 H 2.5788 -4.4142 -1.3674
14 C 0.6217 -0.1751 -5.9367
15 C 2.0814 0.1783 -5.8107
16 C 1.9622 1.5181 -5.0471
17 O 0.8018 2.1531 -5.5314
18 C 0.0205 1.1911 -6.2574
19 H 0.1778 -0.6041 -5.0322
20 H 0.3598 -0.8850 -6.7261
21 H 2.5685 0.3307 -6.7746
22 H 2.7069 -0.4722 -5.1966
23 H 2.8575 2.1368 -5.1235
24 H 1.8558 1.2453 -3.9864
25 H 0.2241 1.4119 -7.3123
26 H -1.0425 1.2791 -6.0462
27 C -1.9107 -0.5193 5.0537
28 C -0.7918 0.4683 4.8165
29 C -0.3847 0.7613 6.2642
30 O -1.6189 0.8784 6.9580
31 C -2.6234 0.1505 6.2337
32 H -1.5374 -1.5220 5.2791
33 H -2.6134 -0.6937 4.2340
34 H -1.2018 1.4073 4.4196
35 H 0.0185 0.2372 4.1231
36 H 0.1576 1.7059 6.3095
37 H 0.2198 -0.0618 6.6666
38 H -3.3282 0.8977 5.8566
39 H -3.1434 -0.5735 6.8607
40 C -3.4253 1.2868 2.1698
41 C -3.4596 1.9940 0.8315
42 C -4.9160 2.3869 0.7092
43 O -5.2941 2.7734 2.0255
44 C -4.5600 1.9790 2.9628
45 H -2.4386 1.2481 2.6309
46 H -3.6897 0.2269 2.0775
47 H -3.0819 1.3963 -0.0018
48 H -2.8245 2.8870 0.8235
49 H -5.5235 1.5171 0.4147
50 H -5.0554 3.1482 -0.0563
51 H -5.2264 1.2229 3.3855
52 H -4.1941 2.6498 3.7405
53 C 0.5870 1.0165 -1.4150
54 C 0.3232 1.2451 0.0751
55 C -0.2726 -0.0692 0.5127
56 O 0.5510 -1.0336 -0.1546
57 C 0.7556 -0.5292 -1.4620
58 H 1.5236 1.4893 -1.7134
59 H -0.2030 1.3246 -2.1003
60 H -0.2686 2.1273 0.3250
61 H 1.2949 1.3808 0.5612
62 H -1.3023 -0.1793 0.1451
63 H -0.2483 -0.2461 1.5866
64 H 0.0758 -0.9666 -2.1895
65 H 1.7508 -0.8436 -1.7986
66 C -2.0686 3.7809 -3.7165
67 C -1.8436 4.8203 -2.5993
68 C -3.1977 4.7786 -1.8231
69 O -4.0207 3.7904 -2.4473
70 C -3.1449 2.9044 -3.1069
71 H -1.2167 3.1455 -3.9729
72 H -2.4038 4.2905 -4.6170
73 H -1.8205 5.8065 -3.0617
74 H -0.9823 4.6398 -1.9665
75 H -3.7480 5.7150 -1.8818
76 H -3.0213 4.4959 -0.7789
77 H -3.6485 2.2897 -3.8578
78 H -2.7337 2.1622 -2.4019
79 C 0.2192 -3.1263 3.5768
80 O -0.6634 -3.8908 4.3947
81 C -0.7992 -5.1872 4.1425
82 O -0.2996 -5.8160 3.2486
83 O -1.5874 -5.7038 5.0885
84 C -1.6853 -7.1174 5.0740
85 H -0.1952 -2.1289 3.4815
86 H 0.3865 -3.5944 2.6105
87 H 1.1907 -3.0257 4.0652
88 H -2.1529 -7.4977 4.1666
89 H -2.3036 -7.4066 5.9199
90 H -0.7016 -7.5729 5.1940
91 C 2.9982 0.9622 5.4743
92 O 3.9089 0.7539 4.4021
93 C 3.4624 0.0298 3.3742
94 O 2.3861 -0.5019 3.2873
95 O 4.4229 0.0085 2.4629
96 C 4.1402 -0.6945 1.2589
97 H 3.5692 1.3972 6.2893
98 H 2.5132 0.0412 5.7863
99 H 2.2531 1.7062 5.1853
100 H 5.0352 -0.6935 0.6488
101 H 3.3212 -0.2133 0.7190
102 H 3.8174 -1.7159 1.4678
103 C -4.0543 -0.6078 -4.7753
104 O -3.3246 -1.8196 -4.8177
105 C -2.4691 -2.0080 -3.8030
106 O -2.2313 -1.1935 -2.9456
107 O -2.0015 -3.2431 -3.8916
108 C -0.8538 -3.5160 -3.0760
109 H -4.8280 -0.6736 -5.5351
110 H -3.4264 0.2635 -4.9644
111 H -4.5400 -0.4599 -3.8080
112 H -1.1335 -3.5678 -2.0305
113 H -0.1101 -2.7328 -3.2075
114 H -0.3827 -4.4327 -3.4128
115 C -1.7355 6.9358 0.8022
116 O -0.5337 6.7658 0.0624
117 C 0.1276 5.6195 0.2305
118 O -0.2397 4.6885 0.8908
119 O 1.2488 5.7015 -0.4845
120 C 2.0297 4.5288 -0.5929
121 H -1.5630 7.5910 1.6618
122 H -2.0893 5.9878 1.2001
123 H -2.4519 7.4322 0.1552
124 H 1.6960 3.9187 -1.4340
125 H 1.9083 3.9359 0.3174
126 H 3.0901 4.7440 -0.6836
127 C 4.6510 1.6113 -2.1158
128 O 4.1566 0.2915 -1.9471
129 C 5.0733 -0.6733 -2.0120
130 O 6.2574 -0.5056 -2.1262
131 O 4.4534 -1.8502 -1.8966
132 C 5.2572 -2.9912 -2.1588
133 H 5.3053 1.6723 -2.9853
134 H 5.2092 2.0328 -1.2780
135 H 3.7802 2.2421 -2.2879
136 H 6.2652 -2.8704 -1.7626
137 H 5.3307 -3.1799 -3.2294
138 H 4.7900 -3.8297 -1.6510

## Properties
E_LUMO = 0.44 eV
E_HOMO = -9.34 eV
Charge = 0
SMILES string = COC(=O)OC.COC(=O)OC.COC(=O)OC.COC(=O)OC.COC(=O)OC.C1CCOC1.C1CCOC1.C1CCOC1.C1CCOC1.C1CCOC1.C1CCOC1
Gap between HOMO and LUMO = 9.78 eV

=====

Verdict on stability: B comes out on top.

=====

A.
Density functional theory data (wB97M-V/def2-TZVPD) for a structure of composition CH3BrI2Si.

CARTESIAN COORDINATES (ANGSTROEM)
1 C -0.3977 -0.9027 0.0121
2 Si 0.2212 0.8909 -0.1004
3 Br 0.8396 -1.8992 -1.1982
4 I 2.2295 0.9898 1.4417
5 I -2.2178 2.1778 0.6883
6 H -1.4448 -0.9681 -0.2638
7 H -0.0498 -1.4564 0.9066
8 H 0.8199 1.1679 -1.4863

## Properties
E_LUMO = -1.48 eV
E_HOMO = -9.79 eV
Charge = 0
Gap between HOMO and LUMO = 8.31 eV

=====

B.
Density functional theory data (wB97M-V/def2-TZVPD) for a cluster of 2 separate species, CH3BrI2Si in total.

CARTESIAN COORDINATES (ANGSTROEM)
1 C -1.3399 2.2396 0.3203
2 Si 1.1455 -1.5408 -0.3366
3 Br 3.2951 -1.7284 -0.0049
4 I 0.2880 -2.8936 1.5492
5 I 0.4845 -2.8326 -2.3546
6 H -1.2909 1.6819 1.1495
7 H -0.4868 2.7640 0.0462
8 H -2.0955 2.3099 -0.3692

## Properties
E_LUMO (alpha / beta) = -0.20 / -2.71 eV
E_HOMO (alpha / beta) = -8.78 / -9.08 eV
Charge = 0
Gap between HOMO and LUMO (alpha / beta) = 8.58 / 6.37 eV

=====

Verdict on stability: A comes out on top.

=====

A.
Density functional theory data (wB97M-V/def2-TZVPD) for a cluster of 2 separate species, C2H4O3S2 in total.

CARTESIAN COORDINATES (ANGSTROEM)
1 C -1.1054 -0.2424 -1.3116
2 C -0.0832 0.8123 -1.1650
3 O -0.0696 -0.1704 3.1483
4 O 1.8053 0.3480 1.5241
5 O -1.7986 -0.8343 -0.5206
6 S 1.1413 -2.4216 1.8037
7 S 0.9268 -0.6177 2.2432
8 H -1.4840 -0.4080 -2.4365
9 H 0.5351 0.8317 -1.9857
10 H 0.5891 0.8061 -0.2818
11 H -0.4568 1.8963 -1.0180

## Properties
E_LUMO = -1.29 eV
E_HOMO = -9.99 eV
Charge = 0
SMILES string = O=S(=O)=S.CC=O
Gap between HOMO and LUMO = 8.70 eV

=====

B.
Density functional theory data (wB97M-V/def2-TZVPD) for a cluster of 2 separate species, C2H4O3S2 in total.

CARTESIAN COORDINATES (ANGSTROEM)
1 C 0.3029 0.9282 0.0694
2 C 0.3310 -0.2269 1.0206
3 O 4.2481 -0.5666 -1.1865
4 O 3.3823 -0.1742 0.9620
5 O 1.2165 1.5274 -0.4526
6 S -1.2864 1.5774 -0.3128
7 S 3.9775 0.4470 -0.2175
8 H -0.8215 2.5560 -1.2703
9 H 1.4124 -0.3962 1.1988
10 H -0.2970 -1.1770 0.5931
11 H -0.1487 0.0500 2.0616

## Properties
E_LUMO = -1.04 eV
E_HOMO = -10.02 eV
Charge = 0
Gap between HOMO and LUMO = 8.98 eV

=====

Verdict on stability: B comes out on top.

=====

A.
Density functional theory data (wB97M-V/def2-TZVPD) for an isolated molecule of C14H16N2O3.

CARTESIAN COORDINATES (ANGSTROEM)
1 O 1.7452 -0.2978 -2.7653
2 N 0.2288 2.3303 1.0510
3 O 0.0633 -1.0138 -1.3511
4 O -0.2565 1.6747 -1.2173
5 C 1.3527 -0.7918 -1.7241
6 C -0.5067 1.7485 0.1049
7 C -1.2053 2.0171 4.4594
8 C -2.5436 1.5984 4.0835
9 C -0.2866 2.4360 3.4149
10 C -2.7351 1.1333 2.7900
11 C -0.6343 2.1262 2.1293
12 C -1.8089 1.4446 1.8391
13 N -1.7485 1.2356 0.4833
14 C 3.0426 -3.4574 -2.1801
15 C -0.9780 -0.6217 -2.2181
16 C 2.4845 -1.3337 -0.7805
17 C -2.5043 0.8849 -0.7634
18 C 3.5305 -2.1528 -1.4812
19 C -1.3489 0.8652 -1.8773
20 H -0.9701 2.2063 5.4972
21 H -3.2950 1.4674 4.7999
22 H 0.6680 2.8467 3.6543
23 H -3.6465 0.4754 2.5499
24 H 2.2518 -3.1843 -2.9097
25 H 2.5442 -4.1806 -1.5892
26 H 3.7967 -3.9764 -2.8060
27 H -1.8813 -1.2244 -2.1113
28 H -0.6274 -0.7726 -3.2681
29 H 2.8263 -0.4046 -0.3817
30 H 2.0638 -1.9008 0.0602
31 H -2.9414 -0.1471 -0.6623
32 H -3.2882 1.4823 -1.2282
33 H 4.0916 -1.4283 -2.1254
34 H 4.1381 -2.4155 -0.6655
35 H -1.6217 1.3307 -2.8107

## Properties
E_LUMO = 0.54 eV
E_HOMO = -8.15 eV
Charge = 0
SMILES string = CCCC(=O)OC[C@H]1Cn2c(nc3ccccc32)O1
Gap between HOMO and LUMO = 8.69 eV

=====

B.
Density functional theory data (wB97M-V/def2-TZVPD) for an isolated molecule of C14H16N2O3.

CARTESIAN COORDINATES (ANGSTROEM)
1 C 5.6828 0.4767 -0.0059
2 C 4.5958 -0.4729 -0.0528
3 H 4.6363 -1.0238 0.8051
4 H 4.4616 -1.1349 -0.9660
5 O 3.2791 0.1452 -0.1489
6 C 2.0433 -0.4389 0.0697
7 O 1.9868 -1.7028 0.1579
8 C 0.9016 0.5344 -0.0632
9 C -0.4453 0.0162 0.0114
10 N -0.5138 -1.3846 0.2150
11 C -1.7287 -1.9093 0.7165
12 H -1.4257 -2.6848 1.3868
13 C -2.2547 -3.1610 -0.5250
14 O -3.3564 -3.5767 0.1754
15 H -3.7492 -4.2834 -0.6471
16 H -2.6603 -2.3832 -1.1340
17 H -1.4778 -3.8434 -0.7226
18 H -2.4776 -1.5218 1.2094
19 H 0.4375 -1.7376 0.1122
20 C -1.4946 0.9940 0.1380
21 C -2.8582 0.6198 -0.3235
22 C -3.9040 1.6855 -0.0965
23 C -3.4698 3.0449 0.0340
24 C -2.2189 3.3420 0.3264
25 C -1.1357 2.4960 -0.0996
26 N 0.2241 2.8018 0.2029
27 C 1.1099 1.7278 0.1120
28 H 2.1415 2.4728 0.0775
29 H -1.9410 4.2860 0.3867
30 H -4.2104 3.6379 0.0530
31 H -4.7982 1.4236 -0.5066
32 H -3.1227 -0.4120 -0.5978
33 H 5.6024 1.1572 -0.9459
34 H 5.6221 0.9754 0.7751
35 H 6.5184 -0.1662 -0.1295

## Properties
E_LUMO = -0.17 eV
E_HOMO = -7.51 eV
Charge = 0
SMILES string = CCOC(=O)c1cnc2ccccc2c1NCCO
Gap between HOMO and LUMO = 7.34 eV

=====

Verdict on stability: A comes out on top.